Record 1
The following is a quantum chemistry calculation of C28H40FMnO2Se as an isolated structure, from the Open Molecules 2025 dataset.

Each line ends with the Mulliken charge.
Element x y z (Å)
Mn -0.02 -2.10 -2.52  0.53
C 4.81 0.23 2.83  -1.68
C 3.33 0.54 2.53  1.95
C 2.50 0.18 3.76  -2.06
C 3.17 2.05 2.27  -1.59
C 2.89 -0.24 1.29  -0.86
C 1.84 -1.15 1.31  -0.12
C 1.47 -1.79 0.13  -0.12
Se -0.02 -2.99 0.17  0.20
C -1.50 -1.76 0.13  -0.10
C -1.85 -1.11 1.30  -0.10
C -2.88 -0.18 1.29  -0.82
C -3.52 0.03 0.07  -0.05
C -3.20 -0.61 -1.12  -0.85
C -2.17 -1.56 -1.07  2.56
O -1.81 -2.28 -2.17  -1.34
C -4.01 -0.21 -2.37  1.83
C -5.49 -0.56 -2.14  -1.62
C -3.57 -0.88 -3.68  -1.87
C -3.86 1.31 -2.58  -1.58
C -3.31 0.61 2.52  1.95
C -4.79 0.33 2.83  -1.69
C -2.48 0.25 3.75  -2.10
C -3.13 2.11 2.24  -1.59
C 2.14 -1.58 -1.08  2.58
O 1.76 -2.29 -2.17  -1.34
C 3.19 -0.65 -1.12  -0.88
C 3.52 -0.02 0.07  -0.05
C 3.99 -0.25 -2.37  1.87
C 5.47 -0.63 -2.15  -1.62
C 3.54 -0.91 -3.68  -1.86
C 3.87 1.27 -2.56  -1.58
H 5.13 0.78 3.72  0.46
H 4.95 -0.83 3.02  0.36
H 5.45 0.52 2.00  0.30
H 2.85 0.75 4.62  0.46
H 1.44 0.41 3.61  0.25
H 2.59 -0.88 4.01  0.39
H 3.48 2.62 3.15  0.47
H 3.78 2.37 1.43  0.32
H 2.13 2.29 2.04  0.32
H 1.30 -1.36 2.22  0.46
H -1.31 -1.32 2.21  0.45
H -4.33 0.76 0.04  0.33
H -5.61 -1.63 -1.99  0.35
H -5.90 -0.05 -1.27  0.28
H -6.08 -0.26 -3.01  0.45
H -3.68 -1.96 -3.64  0.32
H -4.21 -0.50 -4.47  0.52
H -2.54 -0.64 -3.93  0.20
H -4.23 1.89 -1.73  0.32
H -2.81 1.57 -2.74  0.32
H -4.43 1.62 -3.46  0.47
H -4.94 -0.74 3.03  0.36
H -5.10 0.89 3.72  0.47
H -5.43 0.61 2.01  0.30
H -2.58 -0.81 4.01  0.39
H -1.42 0.46 3.59  0.27
H -2.81 0.83 4.60  0.45
H -3.74 2.44 1.40  0.32
H -3.42 2.69 3.12  0.47
H -2.09 2.34 2.01  0.32
H 4.34 0.69 0.05  0.34
H 5.57 -1.71 -2.01  0.36
H 6.06 -0.34 -3.02  0.45
H 5.89 -0.14 -1.28  0.28
H 3.62 -1.99 -3.65  0.31
H 2.51 -0.64 -3.92  0.20
H 4.18 -0.53 -4.48  0.53
H 4.25 1.83 -1.71  0.32
H 4.44 1.57 -3.44  0.47
H 2.83 1.55 -2.71  0.32
F -0.02 -0.35 -2.87  -0.77

Computed properties:
Orbital gap (spin up / spin down)   6.40 / 7.39 eV
Spin multiplicity   5
Expectation value of S²   6.08
Total charge   0
Lowest unoccupied orbital energy (spin up / spin down)   -1.708 / -0.916 eV

Record 2
The following is a quantum chemistry calculation of C5H14N3O as an isolated structure, from the Open Molecules 2025 dataset.

Each line ends with the Mulliken charge.
Element x y z (Å)
C -1.22 1.88 -0.99  -0.87
C -1.31 1.19 1.37  -1.15
C 0.69 -2.43 -0.24  -0.88
C 1.82 -0.29 0.01  -0.94
C -0.55 -0.38 -0.37  -0.85
N -2.00 -1.62 0.01  0.09
N -0.77 0.91 0.00  0.21
N 0.61 -1.02 0.33  0.13
O -3.03 -1.16 -0.34  -0.26
H -0.23 2.13 -1.57  0.36
H -2.15 1.62 -1.57  0.29
H -1.51 2.78 -0.28  0.28
H -0.72 2.13 1.56  0.44
H -2.31 1.29 1.45  0.35
H -1.17 0.28 1.93  0.38
H 1.52 -3.05 0.35  0.32
H -0.23 -2.84 -0.14  0.50
H 0.76 -2.48 -1.34  0.36
H 2.77 -0.59 0.58  0.34
H 1.91 -0.39 -0.99  0.45
H 1.82 0.65 0.44  0.33
H -0.56 -0.36 -1.49  0.62
H 0.34 -0.88 1.36  0.49

Computed properties:
Orbital gap (spin up / spin down)   7.82 / 7.82 eV
Total charge   +1
Energy relative to the best compared isomer or geometry (same formula, charge and spin)   6.9305 eV
Lowest unoccupied orbital energy (spin up / spin down)   -4.177 / -4.176 eV

Record 3
The following is a quantum chemistry calculation of C5H15N2O as an isolated structure, from the Open Molecules 2025 dataset.

Each line ends with the Mulliken charge.
Element x y z (Å)
C -1.16 0.45 -1.66  -1.18
C -0.31 0.43 -0.40  0.89
C 0.12 -1.02 -0.02  -0.74
C 1.11 -1.02 1.15  -0.15
C 2.49 -0.95 0.88  -0.51
N 1.91 1.53 -0.86  -0.43
N -1.01 1.04 0.71  -0.39
H -2.01 -0.17 -1.43  0.41
H -0.46 0.04 -2.41  0.40
H -1.38 1.47 -1.96  0.39
H 0.70 1.09 -0.59  -0.40
H -0.72 -1.67 0.11  0.61
H 0.66 -1.31 -0.94  0.40
H 3.07 -1.46 1.64  0.35
H 2.88 -1.08 -0.17  0.29
H 2.53 1.22 -1.60  0.24
H 0.69 -1.24 2.12  0.45
H 2.22 2.37 -0.44  0.24
H -1.94 0.54 0.83  0.39
H -1.19 2.02 0.51  0.34
H 1.67 0.06 1.04  0.40
H -3.62 -1.10 1.05  0.34
O -2.90 -0.82 0.46  -0.35

Computed properties:
Orbital gap (spin up / spin down)   6.45 / 6.71 eV
Spin multiplicity   2
Expectation value of S²   0.77
Total charge   +2
Energy relative to the best compared isomer or geometry (same formula, charge and spin)   10.7220 eV
Lowest unoccupied orbital energy (spin up / spin down)   -12.163 / -12.098 eV

Record 4
The following is a quantum chemistry calculation of one molecule with the formula C5H4O2, from the Open Molecules 2025 dataset.

Each line ends with the Mulliken charge.
Element x y z (Å)
O -1.72 -0.33 -1.93  -0.47
C -1.01 -0.65 -1.03  0.42
O -0.03 2.47 -0.44  -0.45
C 0.73 1.96 0.35  -0.02
C 0.79 0.49 0.60  -0.41
C 0.07 -0.36 -0.12  0.33
C -0.53 -1.74 -0.11  -0.54
H 1.40 2.58 0.97  0.32
H 1.39 0.14 1.44  0.35
H -1.09 -1.99 0.79  0.23
H -0.02 -2.59 -0.57  0.23

Computed properties:
Orbital gap   8.61 eV
Structure (SMILES)   O=C/C=C1/CC1=O
Total charge   0
Energy relative to the best compared isomer or geometry (same formula, charge and spin)   2.8089 eV
Lowest unoccupied orbital energy   -1.152 eV

Record 5
The following is a quantum chemistry calculation of one molecule with the formula C6H10N2O3S, from the Open Molecules 2025 dataset.

Each line ends with the Mulliken charge.
Element x y z (Å)
C -1.15 -1.69 -0.33  -0.41
C 0.21 -2.07 -0.01  -0.29
C -1.40 -0.37 -0.35  -0.33
C 1.22 -1.14 0.04  -1.01
C -0.50 0.57 0.35  -0.47
C 0.93 0.24 -0.06  0.67
N 1.90 1.25 0.18  -0.45
N -0.71 0.38 1.80  -0.72
O -0.61 1.68 -2.14  -0.52
O 1.73 1.19 -2.72  -0.67
O 0.03 -0.59 -3.01  -0.60
S 0.56 0.48 -2.20  1.16
H -1.86 -2.44 -0.69  0.41
H 0.53 -3.11 0.11  0.41
H -2.49 -0.16 -0.55  0.24
H 2.12 -1.67 0.10  0.38
H -0.83 1.56 0.26  0.67
H 2.84 0.98 0.01  0.26
H 1.57 2.15 -0.16  0.33
H -1.67 0.53 2.13  0.31
H -0.63 1.94 -3.08  0.36
H -0.56 -0.57 2.15  0.27

Computed properties:
Orbital gap   8.40 eV
Structure (SMILES)   N[C@@H]1C=CC=C[C@@]1(N)S(=O)(=O)O
Total charge   0
Energy relative to the best compared isomer or geometry (same formula, charge and spin)   1.9355 eV
Lowest unoccupied orbital energy   -0.320 eV

Record 6
The following is a quantum chemistry calculation of a 2-piece molecular cluster, ClFHP3 overall, from the Open Molecules 2025 dataset.

Each line ends with the Mulliken charge.
Element x y z (Å)
F -1.78 -1.83 1.06  -0.55
P 1.11 -0.54 0.46  0.04
P -0.91 0.24 0.83  0.38
P -0.21 -0.23 -1.23  0.24
Cl 0.31 1.65 -1.83  -0.19
H 1.48 0.72 0.72  0.09

Computed properties:
Orbital gap   8.52 eV
Total charge   0
Energy relative to the best compared isomer or geometry (same formula, charge and spin)   1.7844 eV
Lowest unoccupied orbital energy   -1.687 eV